Entry 1:
One molecule with the formula C5H8N4O2 at a distorted geometry, computed with the ωB97M-V functional and the def2-TZVPD basis.

Energy relative to the best compared isomer or geometry (same formula, charge and spin) ... 546.5 kJ/mol
LUMO level ... 0.675 eV

CARTESIAN COORDINATES (ANGSTROEM)
C (-0.05, 1.16, -0.08)
C (0.90, 0.00, -0.10)
C (-1.34, 1.19, 0.09)
C (0.44, -1.26, 0.01)
C (-1.85, -0.94, -0.02)
N (-3.01, -1.30, -0.29)
N (0.68, 2.42, 0.03)
N (2.34, 0.03, -0.02)
N (1.33, -2.34, 0.02)
O (-0.77, -1.75, 0.03)
O (-2.30, 2.08, 0.17)
H (-3.22, -2.31, -0.31)
H (1.13, 2.50, -0.93)
H (0.12, 3.25, 0.18)
H (2.67, 0.24, -0.96)
H (2.67, 0.78, 0.59)
H (2.19, -2.06, 0.60)
H (0.90, -3.30, 0.21)
H (-2.84, 1.62, 0.79)

Results of the Löwdin charge analysis, in e, for atoms 1 through 8:
1. C -0.2637
2. C -0.2270
3. C -0.1289
4. C -0.3937
5. C -0.2389
6. N 0.1137
7. N 0.0554
8. N 0.0522

***

Entry 2:
C17H22BF6N7O4S2V as an isolated structure, computed with the ωB97M-V functional and the def2-TZVPD basis.

Multiplicity ... 2
LUMO level (spin up / spin down) ... 0.029 / 0.047 eV

CARTESIAN COORDINATES (ANGSTROEM)
V (-0.03, -1.44, -0.96)
C (3.54, -0.96, -1.60)
C (2.84, -0.20, -0.52)
C (3.30, 0.86, 0.25)
C (2.28, 1.13, 1.15)
C (2.21, 2.16, 2.23)
N (1.28, 0.27, 0.91)
N (1.61, -0.55, -0.13)
B (0.01, -0.07, 1.73)
N (-1.30, 0.27, 0.97)
N (-1.64, -0.48, -0.12)
C (-2.84, -0.08, -0.51)
C (-3.48, -0.63, -1.74)
C (-3.31, 0.93, 0.33)
C (-2.29, 1.13, 1.25)
C (-2.19, 2.12, 2.37)
N (0.01, -1.62, 1.96)
N (-0.02, -2.47, 0.90)
C (0.01, -3.70, 1.37)
C (-0.02, -4.88, 0.46)
C (0.06, -3.67, 2.77)
C (0.06, -2.33, 3.10)
C (0.11, -1.68, 4.45)
H (4.40, -0.41, -1.97)
H (2.89, -1.16, -2.46)
H (3.89, -1.93, -1.22)
H (4.24, 1.38, 0.16)
H (2.94, 2.94, 2.04)
H (2.42, 1.72, 3.20)
H (1.22, 2.62, 2.26)
H (0.03, 0.50, 2.78)
H (-2.99, -1.54, -2.08)
H (-3.43, 0.09, -2.56)
H (-4.53, -0.86, -1.57)
H (-4.23, 1.48, 0.27)
H (-3.06, 2.76, 2.37)
H (-1.31, 2.74, 2.24)
H (-2.12, 1.62, 3.33)
H (-0.03, -4.58, -0.59)
H (-0.90, -5.50, 0.63)
H (0.86, -5.52, 0.61)
H (0.10, -4.50, 3.45)
H (0.11, -2.44, 5.22)
H (-0.74, -1.02, 4.60)
H (1.01, -1.07, 4.56)
F (2.47, 1.04, -3.55)
C (1.45, 0.81, -4.37)
F (1.27, 1.85, -5.17)
F (1.73, -0.26, -5.12)
S (-0.12, 0.49, -3.42)
O (-0.01, -0.96, -3.05)
O (-1.16, 0.84, -4.32)
N (-0.08, 1.18, -2.01)
S (0.01, 2.77, -1.77)
O (-0.06, 2.98, -0.36)
O (1.03, 3.39, -2.57)
C (-1.59, 3.47, -2.44)
F (-1.45, 3.82, -3.71)
F (-1.91, 4.55, -1.72)
F (-2.58, 2.59, -2.34)

Results of the Löwdin charge analysis, in e, for atoms 1 through 8:
1. V 0.9250
2. C -0.0181
3. C -0.3230
4. C 0.0370
5. C -0.2652
6. C -0.0081
7. N 0.0469
8. N -0.0178

***

Entry 3:
A 7-piece molecular cluster, C21H49Br3O16S6 overall at a distorted geometry, computed with the ωB97M-V functional and the def2-TZVPD basis.

Structure (SMILES) ... CCOS(C)(=O)=O.CCOS(C)(=O)=O.CCOS(C)(=O)=O.CCOS(C)(=O)=O.O=S1(=O)CCCC1.O=S1(=O)CCCC1.BrC(Br)Br
LUMO level ... -0.991 eV

CARTESIAN COORDINATES (ANGSTROEM)
C (-2.09, 3.31, 3.33)
C (-2.70, 4.57, 2.62)
C (-1.57, 4.97, 1.74)
S (0.00, 4.66, 2.53)
O (0.46, 5.91, 3.09)
O (0.85, 3.83, 1.70)
C (-0.64, 3.66, 3.84)
H (-1.99, 2.39, 2.75)
H (-2.71, 3.04, 4.18)
H (-2.86, 5.32, 3.40)
H (-3.62, 4.29, 2.11)
H (-1.63, 6.01, 1.41)
H (-1.60, 4.39, 0.82)
H (-0.63, 4.30, 4.72)
H (0.12, 2.90, 3.98)
C (0.48, 4.35, -1.81)
C (0.85, 4.91, -3.23)
C (1.24, 3.68, -4.15)
S (0.53, 2.15, -3.36)
O (1.57, 1.30, -2.67)
O (-0.47, 1.63, -4.31)
C (-0.34, 3.05, -2.06)
H (-0.02, 5.10, -1.20)
H (1.38, 4.18, -1.22)
H (1.69, 5.60, -3.30)
H (0.01, 5.47, -3.62)
H (2.30, 3.43, -4.23)
H (0.86, 3.74, -5.17)
H (-0.62, 2.34, -1.28)
H (-1.29, 3.43, -2.43)
O (-2.69, -1.89, 6.06)
S (-1.51, -1.15, 5.77)
O (-1.49, 0.27, 6.04)
O (-0.23, -1.76, 6.74)
C (-0.14, -3.15, 6.80)
C (1.29, -3.54, 7.21)
C (-0.82, -1.68, 4.17)
H (-0.37, -3.52, 5.80)
H (-0.89, -3.66, 7.40)
H (2.06, -3.05, 6.60)
H (1.56, -4.60, 7.26)
H (1.64, -3.16, 8.17)
H (-0.74, -2.74, 3.93)
H (0.17, -1.24, 4.06)
H (-1.49, -1.23, 3.43)
O (-4.14, -4.44, -1.96)
S (-4.37, -5.06, -0.64)
O (-5.68, -4.99, 0.05)
O (-3.84, -6.70, -0.66)
C (-2.97, -7.17, -1.70)
C (-1.53, -6.78, -1.38)
C (-3.11, -4.49, 0.51)
H (-3.30, -6.88, -2.69)
H (-3.18, -8.24, -1.71)
H (-1.00, -7.43, -2.07)
H (-1.22, -6.89, -0.35)
H (-1.30, -5.75, -1.65)
H (-3.00, -5.29, 1.25)
H (-3.49, -3.57, 0.94)
H (-2.13, -4.52, 0.03)
O (6.09, 4.63, 1.32)
S (5.16, 3.98, 0.42)
O (4.43, 4.79, -0.61)
O (5.93, 2.70, -0.38)
C (5.26, 2.06, -1.50)
C (5.48, 0.57, -1.37)
C (4.05, 2.95, 1.41)
H (5.56, 2.45, -2.47)
H (4.18, 2.17, -1.47)
H (6.53, 0.37, -1.16)
H (5.26, 0.01, -2.28)
H (4.97, 0.17, -0.50)
H (3.23, 2.55, 0.81)
H (3.62, 3.61, 2.17)
H (4.69, 2.18, 1.84)
O (-0.94, -3.38, -2.89)
S (-0.93, -2.10, -3.63)
O (0.29, -1.38, -3.90)
O (-1.76, -2.21, -5.06)
C (-1.40, -1.41, -6.15)
C (-0.50, -2.28, -7.09)
C (-1.99, -0.88, -2.76)
H (-0.89, -0.52, -5.81)
H (-2.32, -1.12, -6.66)
H (-0.35, -1.74, -8.02)
H (-0.89, -3.26, -7.35)
H (0.50, -2.40, -6.68)
H (-3.00, -1.28, -2.82)
H (-2.01, 0.12, -3.17)
H (-1.56, -0.80, -1.76)
C (0.71, -0.76, 0.20)
Br (2.61, -0.85, 0.88)
Br (-0.30, 0.49, 1.39)
Br (-0.11, -2.60, 0.28)
H (0.75, -0.43, -0.83)

Results of the Löwdin charge analysis, in e, for atoms 1 through 8:
1. C -0.1913
2. C -0.1816
3. C -0.2628
4. S 0.6478
5. O -0.3134
6. O -0.3519
7. C -0.2138
8. H 0.0585

***

Entry 4:
A 5-piece molecular cluster, C20H26BrFN5O3 overall at a distorted geometry, computed with the ωB97M-V functional and the def2-TZVPD basis.

Net charge ... -1
LUMO level ... 2.479 eV

CARTESIAN COORDINATES (ANGSTROEM)
O (-1.70, 4.66, 0.25)
C (-1.36, 3.44, 0.25)
O (-2.26, 2.41, 0.24)
C (0.22, 3.08, 0.29)
O (0.85, 3.94, -0.72)
N (0.42, 1.67, -0.10)
Br (1.79, 1.39, -1.34)
C (0.43, 0.72, 1.03)
C (1.52, 0.96, 2.17)
F (2.88, 1.00, 1.71)
H (0.67, 3.40, 1.28)
H (1.16, 4.74, -0.25)
H (-0.62, 0.69, 1.52)
H (0.58, -0.34, 0.60)
H (1.21, 1.88, 2.78)
H (1.46, 0.05, 2.88)
N (0.07, -0.83, -4.61)
C (0.96, -0.73, -3.57)
C (1.91, -1.70, -3.74)
C (1.59, -2.41, -4.93)
C (0.45, -1.85, -5.44)
H (-0.74, -0.25, -4.74)
H (0.83, 0.02, -2.80)
H (2.75, -1.88, -3.09)
H (2.13, -3.24, -5.36)
H (-0.13, -2.09, -6.32)
N (4.43, 1.77, -3.64)
C (5.29, 1.48, -4.66)
C (6.27, 2.44, -4.67)
C (5.99, 3.34, -3.62)
C (4.85, 2.91, -2.99)
H (3.61, 1.24, -3.40)
H (5.13, 0.62, -5.29)
H (7.10, 2.49, -5.37)
H (6.57, 4.22, -3.34)
H (4.30, 3.30, -2.15)
N (-1.38, -2.93, 0.40)
C (-1.29, -4.11, 1.09)
C (-2.33, -4.17, 1.97)
C (-3.08, -2.97, 1.82)
C (-2.47, -2.23, 0.84)
H (-0.74, -2.61, -0.31)
H (-0.49, -4.81, 0.88)
H (-2.54, -4.98, 2.66)
H (-3.98, -2.69, 2.36)
H (-2.72, -1.27, 0.42)
N (-4.93, -1.96, 6.48)
C (-4.43, -1.77, 5.22)
C (-4.66, -0.46, 4.87)
C (-5.32, 0.16, 5.96)
C (-5.47, -0.79, 6.94)
H (-4.91, -2.83, 6.99)
H (-3.96, -2.58, 4.68)
H (-4.39, -0.01, 3.93)
H (-5.64, 1.19, 6.02)
H (-5.91, -0.73, 7.92)

Results of the Löwdin charge analysis, in e, for atoms 1 through 8:
1. O -0.0837
2. C -0.5429
3. O -0.1937
4. C -0.3435
5. O -0.1359
6. N -0.4742
7. Br 0.9055
8. C -0.2558

***

Entry 5:
A 2-piece molecular cluster, C3H10N2O2 overall at a distorted geometry, computed with the ωB97M-V functional and the def2-TZVPD basis.

Energy relative to the best compared isomer or geometry (same formula, charge and spin) ... 391.2 kJ/mol
Structure (SMILES) ... NCNCC=O.O
LUMO level ... 0.219 eV

CARTESIAN COORDINATES (ANGSTROEM)
O (1.57, 2.29, -1.62)
C (1.00, 1.27, -1.21)
C (1.96, 0.21, -0.70)
N (1.64, -0.27, 0.64)
C (0.22, -0.36, 1.04)
N (-0.70, 0.94, 1.31)
H (-0.06, 0.78, -1.61)
H (2.10, -0.76, -1.32)
H (3.07, 0.66, -0.62)
H (2.09, 0.23, 1.44)
H (0.04, -0.87, 2.01)
H (-0.30, -0.92, 0.24)
H (-0.04, 1.64, 1.33)
H (-1.29, 0.92, 0.46)
H (-3.93, -2.62, -0.70)
H (-3.24, -1.42, -0.38)
O (-4.12, -1.72, -0.31)

Results of the Löwdin charge analysis, in e, for atoms 1 through 8:
1. O 0.0263
2. C -0.2586
3. C -0.2249
4. N -0.1096
5. C -0.2556
6. N 0.0112
7. H 0.1608
8. H 0.1405

***

Short version: total energy = -15365.5551 -100948.7554 -330464.7179 -107512.7324 -10345.4334 eV, in the order given.